No. 1
DFT (ωB97M-V with the def2-TZVPD basis set) results for one molecule with the formula C9H11NO2 in a non-equilibrium geometry.

Each line ends with the Mulliken charge.
CARTESIAN COORDINATES (ANGSTROEM)
N 2.84174 1.74019 -0.09401  -0.86
C 1.82633 0.66184 0.29507  0.63
C 0.56612 1.35522 0.74229  -0.89
C -0.55401 0.47802 0.31996  0.16
C -1.86211 0.54169 0.78659  -0.74
C -2.66565 -0.56413 0.29656  0.64
O -4.01168 -0.63763 0.57178  -0.54
C -2.04487 -1.65061 -0.43427  -0.64
C -0.75383 -1.62457 -0.84262  0.07
O -0.21724 -2.62229 -1.60991  -0.66
C -0.02531 -0.48307 -0.53299  0.62
C 1.40673 -0.26553 -0.81301  -1.25
H 3.75398 1.26354 -0.32209  0.27
H 2.94795 2.23067 0.81260  0.26
H 2.32468 -0.06546 1.08396  0.20
H 0.79975 2.52466 0.40909  0.28
H 0.58516 1.54366 1.87717  0.23
H -2.35830 1.36643 1.27895  0.36
H -4.10963 -0.03633 1.34962  0.30
H -2.65459 -2.55464 -0.52887  0.38
H 0.64406 -2.14244 -2.02431  0.38
H 1.53665 0.15733 -1.80231  0.37
H 2.02406 -1.21658 -0.81922  0.43

As for the energy above the lowest of the compared OMol25 structures with the same formula, charge and spin: 207.2 kJ/mol. As for the LUMO energy: 0.66 eV. As for the electronic energy: -15095.0372 eV. The value obtained for the highest occupied orbital energy is -8.192 eV. The calculation puts the orbital gap at 8.86 eV. The SMILES is N[C@H]1Cc2cc(O)cc(O)c2C1.

***

No. 2
DFT (ωB97M-V with the def2-TZVPD basis set) results for one molecule with the formula C5H13N3 in a non-equilibrium geometry.

Each line ends with the Mulliken charge.
CARTESIAN COORDINATES (ANGSTROEM)
H -2.15707 2.76429 0.30028  0.29
N -1.98978 2.97460 1.33652  -0.74
C -1.05309 2.11286 1.08115  0.05
N -1.32515 0.82056 0.58726  -0.36
C -0.52679 -0.24368 1.23193  -0.96
C 0.93818 -0.24812 0.78554  -0.62
C 1.15287 0.01513 -0.70195  -0.59
C 0.37806 -0.92943 -1.61147  -0.62
N 0.77026 -2.31133 -1.37530  -0.52
H 0.01067 2.34886 1.20867  0.36
H -2.30739 0.71445 0.84256  0.34
H -0.96661 -1.20055 0.94989  0.43
H -0.56952 -0.18772 2.32081  0.42
H 1.38487 -1.20582 1.08201  0.37
H 1.47804 0.49477 1.36712  0.37
H 2.22135 -0.08823 -0.92668  0.38
H 0.85862 1.04571 -0.92743  0.28
H 0.50096 -0.60325 -2.63995  0.32
H -0.67937 -0.82333 -1.37350  0.38
H 0.15931 -2.95831 -1.85731  0.20
H 1.72156 -2.49148 -1.68014  0.20

As for the energy above the lowest of the compared OMol25 structures with the same formula, charge and spin: 246.9 kJ/mol. As for the LUMO energy: 0.97 eV. As for the electronic energy: -9863.8076 eV. The value obtained for the highest occupied orbital energy is -8.522 eV. The calculation puts the orbital gap at 9.49 eV. The SMILES is [H]/N=C\NCCCCN.

***

No. 3
DFT (ωB97M-V with the def2-TZVPD basis set) results for a 7-piece molecular cluster, C45H53Cl2N2O2 overall in a non-equilibrium geometry.

Each line ends with the Mulliken charge.
CARTESIAN COORDINATES (ANGSTROEM)
C 7.34184 2.35206 2.51087  -1.29
C 7.55939 2.36027 1.04529  0.59
Cl 9.17380 2.45539 0.62753  -0.16
C 6.62193 2.25800 0.15922  -0.28
Cl 7.10588 2.13670 -1.49638  -0.17
C 5.12606 2.16942 0.28878  1.27
N 4.73767 0.82538 -0.15089  -0.57
C 4.51414 3.20724 -0.67630  -0.46
C 4.84841 4.62301 -0.28250  -1.11
N 5.28701 4.71691 1.13943  0.15
C 4.51142 3.86621 2.09589  -2.06
C 4.38032 2.43864 1.60221  0.19
C 4.46266 1.40243 2.71104  -1.63
O 3.21389 1.09597 3.22322  -0.45
O 2.58888 0.18403 2.33206  -0.24
H 6.98231 1.39838 2.80958  0.32
H 8.28480 2.45017 2.98548  0.59
H 6.74560 3.15326 2.88919  0.19
H 3.74581 0.68905 -0.01544  0.30
H 4.89599 0.74040 -1.14709  0.38
H 3.46118 3.09472 -0.61097  0.59
H 4.77398 3.01425 -1.68831  -0.25
H 5.58976 5.08297 -0.88547  0.49
H 3.98515 5.23242 -0.38783  0.40
H 5.20566 5.68636 1.43467  0.41
H 6.27652 4.48987 1.23053  0.48
H 3.55919 4.31905 2.20433  0.32
H 4.96087 3.91047 3.05353  0.68
H 3.36232 2.38255 1.32151  0.79
H 4.93119 0.53102 2.31447  0.72
H 5.05267 1.71576 3.53559  0.36
H 1.87268 0.71009 1.94557  0.36
C 2.29721 3.94334 -5.97189  -0.38
C 2.63679 2.64058 -6.30782  -0.53
C 3.64119 1.98340 -5.61296  0.00
C 4.30023 2.62564 -4.57716  -0.73
C 3.96025 3.92845 -4.23986  -0.08
C 2.96070 4.58944 -4.93913  -0.66
H 1.51687 4.45640 -6.51714  0.41
H 2.11874 2.13672 -7.11285  0.44
H 3.90847 0.96907 -5.88092  0.34
H 5.08130 2.10701 -4.03559  0.35
H 4.48004 4.43477 -3.43431  0.49
H 2.70002 5.60795 -4.68259  0.40
C 4.95600 -1.74795 -6.62223  -0.33
C 3.64905 -2.11862 -6.34155  -0.33
C 2.92208 -2.85044 -7.26920  -0.36
C 3.50437 -3.21576 -8.47346  -0.48
C 4.81185 -2.84656 -8.75210  -0.37
C 5.53744 -2.11002 -7.82799  -0.46
H 5.52406 -1.17647 -5.89853  0.42
H 3.19695 -1.83855 -5.39757  0.43
H 1.90110 -3.13847 -7.05409  0.38
H 2.93892 -3.78971 -9.19511  0.37
H 5.26590 -3.13364 -9.69079  0.37
H 6.55609 -1.81911 -8.04734  0.36
C -0.74422 -1.83094 0.67459  -0.32
C 0.20752 -1.71355 1.67821  -0.61
C -0.18623 -1.45512 2.98443  -0.48
C -1.53369 -1.32804 3.28781  -0.36
C -2.48537 -1.44805 2.28543  -0.41
C -2.09084 -1.69377 0.97865  -0.42
H -0.43623 -2.02667 -0.34485  0.44
H 1.25879 -1.82165 1.44066  0.52
H 0.55787 -1.35477 3.76346  0.41
H -1.84335 -1.13289 4.30636  0.44
H -3.53631 -1.34709 2.52424  0.45
H -2.83355 -1.78078 0.19655  0.37
C -5.97571 -2.88909 3.83143  -0.39
C -5.02477 -2.77389 4.83490  -0.40
C -5.41892 -2.51841 6.13993  -0.46
C -6.76589 -2.38475 6.44225  -0.44
C -7.71695 -2.50233 5.43916  0.05
C -7.32229 -2.75125 4.13322  -0.59
H -5.66698 -3.08829 2.81296  0.42
H -3.97379 -2.88548 4.59925  0.43
H -4.67667 -2.42445 6.92178  0.38
H -7.07483 -2.18953 7.46083  0.37
H -8.76738 -2.40029 5.67497  0.22
H -8.06509 -2.83947 3.35147  0.37
C -12.30102 -4.72016 6.37149  -0.42
C -13.58309 -4.26597 6.10079  -0.36
C -13.84962 -2.90490 6.08923  -0.35
C -12.83225 -1.99711 6.34152  -0.47
C -11.54956 -2.45130 6.60932  -0.28
C -11.28376 -3.81309 6.62779  -0.33
H -12.09426 -5.78202 6.38333  0.36
H -14.37594 -4.97382 5.89915  0.36
H -14.85116 -2.55138 5.88340  0.36
H -13.03927 -0.93520 6.32939  0.35
H -10.75644 -1.74097 6.80551  0.42
H -10.28362 -4.16818 6.84157  0.38
C -0.79654 0.99059 -3.32338  -0.55
C -0.17816 0.30843 -4.36097  -0.16
C -0.59706 -0.97024 -4.69571  -0.49
C -1.63731 -1.56567 -3.99842  -0.43
C -2.25695 -0.88283 -2.96332  -0.45
C -1.83475 0.39446 -2.62262  -0.37
H -0.46996 1.98986 -3.06316  0.42
H 0.62808 0.77551 -4.91015  0.41
H -0.11411 -1.50262 -5.50320  0.46
H -1.96607 -2.56183 -4.26307  0.39
H -3.07066 -1.34636 -2.42121  0.39
H -2.31629 0.92536 -1.81163  0.38

As for the LUMO energy: -3.21 eV. As for the electronic energy: -79634.3334 eV. The value obtained for the highest occupied orbital energy is -10.232 eV. As for the total charge: +1. The calculation puts the orbital gap at 7.03 eV.

***

No. 4
DFT (ωB97M-V with the def2-TZVPD basis set) results for a 5-piece molecular cluster, C21H44N3O12P2 overall in a non-equilibrium geometry.

Each line ends with the Mulliken charge.
CARTESIAN COORDINATES (ANGSTROEM)
C -0.83200 -3.78693 0.02455  -0.19
C -1.17439 -2.64633 -0.05033  -0.39
C -1.49388 -1.29530 -0.50253  -1.06
N -0.23881 -0.49513 -0.60295  0.77
C -0.22205 0.34539 -1.68131  -1.09
N -1.33862 1.01473 -2.13016  -0.22
N 0.95433 0.54844 -2.29930  0.33
P 1.50151 -0.64412 -3.54262  -0.04
C 0.90156 -2.27625 -3.00729  -0.85
C 3.32444 -0.68307 -3.35412  -0.42
C 3.79929 -0.75661 -1.89817  -1.07
P 0.11029 0.49830 0.87024  0.34
C -0.75266 -0.21284 2.33012  -0.92
C 1.87324 0.11622 1.21243  -1.16
H -0.58415 -4.82290 0.01891  0.47
H -1.95175 -1.34168 -1.48550  0.63
H -2.24021 -0.84448 0.15619  0.47
H -1.71267 1.80308 -1.62829  0.23
H -1.80571 0.68423 -2.95784  0.23
H 0.92785 1.47680 -2.72013  0.43
H 1.20818 -2.51278 -1.98847  0.09
H 1.27347 -3.04069 -3.68146  0.50
H -0.18576 -2.30790 -3.03498  0.37
H 3.68404 0.21650 -3.84448  0.43
H 3.64148 -1.58216 -3.88359  0.36
H 3.61617 0.18870 -1.39393  0.32
H 4.86840 -0.95056 -1.85881  0.44
H 3.28913 -1.55011 -1.35593  0.16
H -1.44749 0.54873 2.67243  0.26
H -1.29426 -1.13932 2.15922  0.18
H -0.03573 -0.35120 3.13515  0.42
H 2.02684 -0.94544 1.02015  0.29
H 2.04676 0.26142 2.27654  0.50
H 2.53934 0.74714 0.63766  0.23
C -1.83724 2.88808 8.42289  -0.65
O -1.71829 2.56893 7.03145  -0.31
C -2.21416 3.49447 6.21562  0.70
O -2.72993 4.52756 6.54141  -0.53
O -2.03992 3.07413 4.95732  -0.16
C -2.53064 3.97944 3.96794  -0.67
H -1.39848 2.05811 8.96803  0.22
H -1.29242 3.80063 8.65440  0.30
H -2.88288 2.99238 8.70397  0.30
H -2.01310 4.93521 4.02312  0.34
H -3.60346 4.12882 4.07223  0.33
H -2.32824 3.52196 3.00236  0.13
C -6.20048 0.41867 4.33059  -0.52
O -5.92275 -0.96824 4.11181  -0.33
C -5.37747 -1.24420 2.93582  0.83
O -5.10253 -0.44684 2.07330  -0.56
O -5.16774 -2.55916 2.86768  -0.34
C -4.59162 -2.98086 1.63549  -0.27
H -6.63902 0.49217 5.32062  0.23
H -5.28264 1.00292 4.29849  0.18
H -6.90982 0.78864 3.59343  0.30
H -3.62137 -2.50721 1.48901  -0.10
H -5.25201 -2.75473 0.79990  0.30
H -4.45358 -4.05615 1.69768  0.28
C 3.75570 -4.27962 -2.45503  -0.35
O 4.40683 -5.54107 -2.44849  -0.35
C 5.25646 -5.70475 -3.47111  0.71
O 5.47136 -4.88911 -4.32857  -0.55
O 5.80436 -6.90516 -3.36739  -0.34
C 6.74335 -7.22135 -4.40297  -0.63
H 3.09813 -4.25495 -1.58867  0.22
H 4.48150 -3.47152 -2.36984  0.22
H 3.16227 -4.16249 -3.36040  0.20
H 7.57720 -6.52307 -4.38940  0.30
H 6.25753 -7.21069 -5.37612  0.30
H 7.10735 -8.22180 -4.19253  0.22
C 0.12705 6.67715 -4.99773  -0.63
O -0.15842 6.65307 -3.59336  -0.33
C 0.29658 5.58923 -2.95409  0.80
O 0.90388 4.66624 -3.43983  -0.56
O -0.03814 5.69343 -1.66460  -0.32
C 0.42303 4.60084 -0.88180  -0.35
H -0.30174 7.59667 -5.38243  0.23
H 1.20101 6.67998 -5.16954  0.30
H -0.33374 5.82726 -5.49659  0.30
H 1.51008 4.54230 -0.89390  0.32
H -0.00926 3.66565 -1.23924  -0.03
H 0.09123 4.77515 0.13765  0.28

As for the LUMO energy: -4.19 eV. As for the electronic energy: -70099.7552 eV. The value obtained for the highest occupied orbital energy is -11.738 eV. As for the total charge: +1. The calculation puts the orbital gap at 7.54 eV.

***

No. 5
DFT (ωB97M-V with the def2-TZVPD basis set) results for one molecule with the formula C5H13NS in a non-equilibrium geometry.

Each line ends with the Mulliken charge.
CARTESIAN COORDINATES (ANGSTROEM)
C 0.14543 -2.16558 1.19404  -0.98
S 0.71774 -1.05081 0.07767  0.73
C 2.27427 -0.60580 0.40344  -0.96
N 0.82516 -2.02612 -1.35430  -0.57
C -0.58178 0.16739 -0.52234  -0.91
C -0.61549 1.31715 0.45556  -0.44
C -1.61432 2.40519 0.07654  -1.22
H -0.97640 -2.49224 1.13581  0.24
H 0.15395 -1.56792 2.07495  0.30
H 2.49118 0.10342 -0.39479  0.31
H 2.45106 -0.42076 1.42749  0.34
H 0.05085 -1.96584 -2.01141  0.22
H 1.15387 -2.98218 -1.21533  0.25
H -1.33736 -0.51346 -0.45408  0.54
H -0.45003 0.57593 -1.49199  0.45
H -0.88778 0.96591 1.49232  0.26
H 0.37721 1.62114 0.58133  0.44
H -1.23848 3.14466 -0.76209  0.27
H -2.40912 1.89200 -0.31580  0.38
H -1.97946 2.96904 0.95906  0.35

As for the energy above the lowest of the compared OMol25 structures with the same formula, charge and spin: 590.3 kJ/mol. As for the LUMO energy: 0.66 eV. As for the electronic energy: -17715.1332 eV. The value obtained for the highest occupied orbital energy is -7.574 eV. The calculation puts the orbital gap at 8.23 eV. The SMILES is C=S(=C)(N)CCC.